[1]
Formula: C20H64N2O12
Source: the Open Molecules 2025 dataset
Level of theory: ωB97M-V with the def2-TZVPD basis set

* SMILES: NC(N)=O.CCO.CCO.CCO.CCO.CCO.CCO.CCO.CCO.CO.CO.CO
* strongest force on any atom: 8.76 eV/Å
* relative energy (zero: lowest compared OMol25 entry of this formula, charge and spin): 16.9 kcal/mol
* 2S+1: 1
* total charge: 0

Last column: Löwdin charge in e.
Atoms and positions in Å:
N1 -19.5685 19.6416 -12.7268  0.20
C1 -19.8403 18.3805 -12.6433  -0.64
N2 -19.1023 17.5642 -13.2629  0.17
O1 -20.7689 17.9043 -11.7090  -0.13
H1 -20.4128 20.2434 -12.4459  0.08
H2 -18.9189 20.0088 -13.3762  0.05
H3 -19.2425 16.5667 -13.0645  0.09
H4 -18.2237 17.7593 -13.8229  0.10
C2 -23.3952 14.9974 -16.2588  -0.07
C3 -24.4746 13.8927 -16.4758  -0.29
O2 -24.0253 12.5764 -16.1831  -0.05
H5 -23.2016 15.0106 -15.1961  0.06
H6 -23.6637 15.9914 -16.5792  0.07
H7 -22.4779 14.7059 -16.7919  0.04
H8 -24.8499 13.9148 -17.4945  0.10
H9 -25.3392 14.0915 -15.8579  0.10
H10 -23.7501 12.4771 -15.3163  0.04
C4 -20.9594 17.3841 -17.4662  -0.07
C5 -20.6911 17.9924 -16.1308  -0.32
O3 -21.1330 17.0875 -15.1543  -0.07
H11 -20.6288 18.1193 -18.1621  0.06
H12 -22.0158 17.1914 -17.6555  0.08
H13 -20.4000 16.4722 -17.5430  0.05
H14 -21.2604 18.9456 -16.1666  0.10
H15 -19.6264 18.2485 -15.8742  0.12
H16 -20.5415 17.0665 -14.3895  0.03
C6 -17.0142 20.8435 -18.9052  -0.11
C7 -17.1703 19.7067 -18.0863  -0.37
O4 -16.2783 18.5854 -18.2550  -0.09
H17 -17.0128 20.4997 -19.9564  0.09
H18 -15.9769 21.3015 -18.7666  0.11
H19 -17.6731 21.6580 -18.7445  0.06
H20 -18.1916 19.2884 -18.2899  0.12
H21 -17.1133 19.9207 -16.9663  0.11
H22 -16.7944 17.7819 -18.3440  -0.01
C8 -18.8325 17.3281 -20.5473  -0.03
C9 -18.3413 16.1150 -19.7671  -0.32
O5 -17.5189 16.4554 -18.7485  -0.10
H23 -19.5061 17.9286 -20.0223  0.03
H24 -19.3159 16.9572 -21.4121  0.07
H25 -18.0076 17.9596 -20.8519  0.08
H26 -17.9220 15.2920 -20.3895  0.13
H27 -19.0771 15.5391 -19.1924  0.07
H28 -17.2366 15.6227 -18.2863  0.09
C10 -16.1391 16.5794 -13.5498  -0.08
C11 -16.0592 17.1451 -14.8941  -0.33
O6 -17.0870 18.0386 -15.1492  -0.09
H29 -16.2509 17.2097 -12.7603  0.06
H30 -15.4011 15.8726 -13.3144  0.08
H31 -16.9322 15.8066 -13.5485  0.06
H32 -15.9526 16.3211 -15.6077  0.11
H33 -15.1085 17.7187 -15.0508  0.14
H34 -17.0622 18.2433 -16.0885  0.06
C12 -19.4691 14.0709 -16.6087  -0.06
C13 -18.2603 14.8364 -16.1645  -0.27
O7 -17.1817 14.3513 -17.0269  -0.07
H35 -19.5295 14.1958 -17.6677  0.03
H36 -20.4078 14.3549 -16.1167  0.07
H37 -19.2162 12.9769 -16.5963  0.11
H38 -18.1203 14.7266 -15.1100  0.09
H39 -18.3916 15.8404 -16.2386  0.06
H40 -16.5603 13.8746 -16.4841  0.09
C14 -19.7240 21.7824 -15.8765  -0.08
C15 -18.8718 22.1275 -14.7361  -0.35
O8 -17.9345 21.1165 -14.6663  -0.09
H41 -19.1438 21.4756 -16.8105  0.09
H42 -20.3854 22.5769 -16.1914  0.08
H43 -20.4435 20.9524 -15.6970  0.06
H44 -19.5068 22.0658 -13.8640  0.10
H45 -18.5180 23.1383 -14.8012  0.11
H46 -17.3630 21.1329 -13.8737  0.12
C16 -21.7769 14.4168 -19.5667  -0.08
C17 -20.9089 13.5394 -20.3607  -0.35
O9 -21.2303 12.2384 -19.9641  -0.07
H47 -21.6021 15.3579 -19.9894  0.06
H48 -21.4809 14.3371 -18.5330  0.04
H49 -22.8227 14.1809 -19.6307  0.09
H50 -19.8119 13.7158 -20.2125  0.11
H51 -21.1616 13.4882 -21.4394  0.12
H52 -20.5472 11.6888 -20.3534  0.08
C18 -24.5197 17.0587 -13.1489  -0.17
O10 -23.3563 16.4220 -12.7248  -0.10
H53 -25.2311 17.0376 -12.3460  0.07
H54 -25.0489 16.5848 -14.0122  0.08
H55 -24.2411 18.0800 -13.3590  0.05
H56 -22.7460 17.1209 -12.6289  -0.01
C19 -18.8701 14.2407 -12.0566  -0.12
O11 -19.7640 14.5997 -13.1586  -0.18
H57 -18.8398 15.1242 -11.4221  0.07
H58 -17.8154 14.1126 -12.5177  0.09
H59 -19.2190 13.4365 -11.4033  0.08
H60 -20.4865 13.8901 -13.2715  0.13
C20 -22.5490 20.2377 -13.2521  -0.08
O12 -21.7684 21.0689 -12.3255  -0.11
H61 -22.4640 19.1405 -13.0032  0.06
H62 -22.2429 20.3798 -14.2756  0.06
H63 -23.6200 20.4933 -13.1214  0.09
H64 -22.2890 21.1074 -11.5675  0.06

Atoms 1-2, force components in eV/Å:
-2.35 3.33 1.01
-4.95 -1.23 7.12

---

[2]
Formula: C20H64N4O10
Source: the Open Molecules 2025 dataset
Level of theory: ωB97M-V with the def2-TZVPD basis set

* strongest force on any atom: 4.34 eV/Å
* relative energy (zero: lowest compared OMol25 entry of this formula, charge and spin): 15.8 kcal/mol
* 2S+1: 2
* total charge: +1

Last column: Löwdin charge in e.
Atoms and positions in Å:
C1 -3.9399 2.4896 2.3168  -0.06
C2 -3.6659 0.9952 2.4603  -0.34
O1 -3.8245 0.2419 1.2794  -0.06
H1 -4.9566 2.6366 1.9523  0.09
H2 -3.2170 2.8260 1.5737  0.06
H3 -3.6897 3.0909 3.1908  0.06
H4 -4.2542 0.5487 3.2619  0.12
H5 -2.6401 0.8744 2.8085  0.08
H6 -3.0872 0.4415 0.6979  0.03
C3 2.5124 -3.5346 -1.6787  -0.06
C4 3.3295 -4.7233 -1.0352  -0.29
O2 3.9038 -5.5207 -2.0617  -0.08
H7 1.6575 -3.8984 -2.2486  0.06
H8 3.1577 -3.1127 -2.4492  0.05
H9 2.2571 -2.7026 -1.0224  0.06
H10 2.7543 -5.4130 -0.4175  0.10
H11 4.0644 -4.3505 -0.3218  0.10
H12 4.6997 -5.1005 -2.3957  0.08
C5 -1.0579 4.4314 3.9306  -0.01
C6 -0.3812 3.0434 3.6350  -0.31
C7 0.9056 3.2301 2.7792  -0.13
O3 0.6187 3.8587 1.5469  -0.10
C8 0.1487 2.9839 0.5365  -0.04
N1 -0.1374 2.4729 4.9423  0.27
H13 -1.8981 4.4116 4.6247  0.09
H14 -1.3888 4.8007 2.9600  0.09
H15 -0.3543 5.1427 4.3633  0.10
H16 -1.1019 2.4089 3.1190  0.15
H17 1.4030 2.2663 2.6704  0.11
H18 1.6549 3.8366 3.2878  0.15
H19 -0.8017 2.5173 0.7956  0.09
H20 0.8392 2.1446 0.4535  0.08
H21 0.0729 3.5302 -0.4037  0.10
H22 0.2914 1.5616 4.8669  0.13
H23 -1.0182 2.1780 5.3389  0.14
C9 -0.3183 -1.1815 -3.7040  -0.05
C10 0.0689 -0.7122 -5.1005  -0.42
C11 1.5314 -1.1222 -5.4023  -0.15
O4 2.5049 -0.6398 -4.4296  -0.26
C12 3.8300 -1.0361 -4.6643  -0.11
N2 -0.8505 -1.1712 -6.1450  0.06
H24 -0.3750 -2.2688 -3.6535  0.08
H25 -1.3462 -0.9183 -3.4546  0.06
H26 0.4255 -0.9131 -2.9537  0.06
H27 0.1901 0.3695 -5.1595  0.12
H28 1.8028 -0.7165 -6.3770  0.12
H29 1.7109 -2.1957 -5.4603  0.13
H30 4.2812 -0.5990 -5.5550  0.09
H31 3.9132 -2.1184 -4.7631  0.09
H32 4.4463 -0.6503 -3.8523  0.09
H33 -0.5043 -0.7612 -7.0007  0.07
H34 -0.6000 -2.1221 -6.3757  0.07
C13 3.8468 2.3326 -2.8125  -0.04
C14 2.5812 1.8380 -2.0217  -0.39
C15 1.2735 2.1405 -2.8087  -0.20
O5 1.0535 3.5467 -2.8411  -0.18
C16 -0.1940 3.7943 -3.4374  -0.12
N3 2.8091 0.4039 -1.8199  0.06
H35 4.7771 2.0059 -2.3479  0.08
H36 3.8143 3.4209 -2.8641  0.07
H37 3.8253 1.8770 -3.8025  0.07
H38 2.5272 2.2814 -1.0274  0.12
H39 0.4681 1.6282 -2.2823  0.10
H40 1.3425 1.7673 -3.8305  0.11
H41 -0.9551 3.2735 -2.8564  0.08
H42 -0.2188 3.7105 -4.5239  0.09
H43 -0.4080 4.8631 -3.4417  0.09
H44 2.0214 0.0085 -1.3266  0.02
H45 2.7507 0.0351 -2.7584  0.01
C17 -0.3730 -1.8164 3.3456  -0.04
C18 -1.4690 -1.8237 4.4794  -0.41
C19 -2.8821 -2.2905 3.9924  -0.22
O6 -3.7882 -2.0715 5.0380  -0.20
C20 -5.0438 -2.7249 4.9193  -0.09
N4 -1.1071 -2.6635 5.6080  0.05
H46 0.5792 -1.4767 3.7532  0.07
H47 -0.5700 -1.1093 2.5398  0.05
H48 -0.2316 -2.7910 2.8786  0.06
H49 -1.6128 -0.8176 4.8733  0.11
H50 -2.8415 -3.3154 3.6236  0.12
H51 -3.2373 -1.7694 3.1034  0.11
H52 -5.6779 -2.4517 5.7628  0.09
H53 -4.9984 -3.7602 4.5816  0.09
H54 -5.7009 -2.2716 4.1770  0.08
H55 -1.1180 -3.5635 5.1497  0.07
H56 -1.9954 -2.6748 6.0884  0.06
O7 -2.0518 0.1578 -0.8957  -0.02
H57 -2.3324 -0.6695 -1.2869  0.08
H58 -1.9558 0.7540 -1.6384  0.07
O8 -0.8340 -2.9471 0.2510  -0.03
H59 -0.6393 -3.6172 0.9061  0.05
H60 -1.4430 -3.3718 -0.3532  0.06
O9 2.1522 -0.0616 2.0673  -0.06
H61 2.9852 0.2522 1.7153  0.04
H62 1.5570 -0.0547 1.3176  -0.03
O10 0.2761 -0.4600 -0.1466  -0.08
H63 -0.5219 -0.0263 -0.4487  -0.04
H64 -0.0066 -1.3424 0.0936  -0.01

Atoms 1-2, force components in eV/Å:
0.44 -0.56 -0.75
0.26 0.03 0.80